# 1
13
Properties=species:S:1:pos:R:3:nbo_charge:R:1 method="wB97M-V/def2-TZVPD" lumo_energy_ev="-0.6 / -0.6" homo_energy_ev="-8.914 / -8.914" homo_lumo_gap_ev="8.30 / 8.30" charge=0 e_above_lowest_kcal_mol=100.5 energy_ev=-8701.9205
C -1.055 0.841 -1.713 -0.308
N 0.637 0.684 0.299 -0.840
N -1.666 0.951 -0.541 -0.399
C 0.897 -0.469 0.985 0.669
O 0.409 -1.551 0.284 -0.719
N 1.387 -0.488 2.160 -0.788
H 0.551 -2.363 0.785 0.486
H 1.057 1.476 0.773 0.403
H -1.695 0.061 -0.040 0.346
H 1.391 -1.409 2.594 0.335
H -0.964 -0.126 -2.223 0.203
H 0.258 0.718 -0.970 0.409
H -1.205 1.675 -2.393 0.201

---

# 2
8
Properties=species:S:1:pos:R:3:nbo_charge:R:1 method="wB97M-V/def2-TZVPD" lumo_energy_ev=-0.9 homo_energy_ev=-9.896 homo_lumo_gap_ev=9.01 charge=0 e_above_lowest_kcal_mol=124.6 energy_ev=-27866.2028
C 0.974 1.734 -0.735 -0.853
C 2.338 -0.260 -1.574 0.318
O -1.076 3.122 -0.737 -0.930
O 2.928 0.490 -0.881 -0.467
S -0.047 2.383 0.036 1.288
S 1.008 -0.777 -1.954 0.191
H 1.303 1.259 -1.445 0.201
H 1.428 1.100 -0.044 0.253

---

# 3
11
Properties=species:S:1:pos:R:3:mulliken_charge:R:1 method="wB97M-V/def2-TZVPD" lumo_energy_ev="0.5 / -0.5" homo_energy_ev="-7.842 / -6.493" homo_lumo_gap_ev="8.34 / 5.98" charge=0 e_above_lowest_kcal_mol=106.9 energy_ev=-14547.7366
C 1.203 -1.349 1.101 -0.251
C 0.625 -0.090 0.506 -0.008
C -0.762 -0.283 -0.075 -0.203
C 0.496 0.396 -0.885 -0.094
C -0.430 -0.559 -1.442 -0.695
P 2.132 -2.513 0.454 -0.114
H 0.867 -1.517 2.232 0.247
H 0.713 0.904 1.173 0.254
H -1.712 0.067 0.294 0.282
H 0.851 1.427 -1.084 0.280
H -1.080 -0.486 -2.216 0.302

---

# 4
41
Properties=species:S:1:pos:R:3:nbo_charge:R:1 method="wB97M-V/def2-TZVPD" lumo_energy_ev=-4.5 homo_energy_ev=-10.440 homo_lumo_gap_ev=5.89 charge=+1 e_above_lowest_kcal_mol=27.4 energy_ev=-58552.4225
W -0.286 1.332 -0.336 0.651
Te 1.161 2.280 1.787 0.139
Te -1.013 3.845 1.689 0.243
Te -0.931 4.866 -0.868 0.136
Te -1.812 2.698 -2.181 0.000
N -1.940 0.939 0.604 -0.559
C -1.075 0.072 1.005 0.270
N -1.108 -0.886 1.893 -0.398
C 0.039 -1.720 2.252 -0.246
C 0.259 -1.634 3.754 -0.079
O -0.919 -1.980 4.456 -0.508
C -1.974 -1.089 4.155 -0.078
C -2.323 -1.149 2.676 -0.248
H 0.916 -1.386 1.704 0.239
H -0.183 -2.753 1.973 0.212
H 0.572 -0.617 4.024 0.172
H 1.032 -2.336 4.061 0.215
H -1.691 -0.063 4.427 0.170
H -2.830 -1.389 4.756 0.215
H -3.077 -0.409 2.414 0.234
H -2.691 -2.147 2.425 0.213
N 2.397 -0.567 -0.351 -0.465
C 1.422 0.044 -0.242 -0.032
N 3.100 0.275 -3.400 -0.635
N 2.772 1.433 -2.726 0.153
N 3.615 2.320 -2.225 -0.207
C 2.825 3.072 -1.489 0.159
N 1.542 2.649 -1.560 -0.281
N 1.539 1.623 -2.348 -0.013
H 3.591 0.508 -4.257 0.398
H 3.695 -0.281 -2.790 0.409
H 3.152 3.917 -0.909 0.245
N 0.045 -0.856 -2.696 -0.306
C -0.606 -1.787 -3.399 0.017
C -1.911 -1.812 -2.950 -0.318
C -1.961 -0.843 -1.952 -0.002
N -0.763 -0.265 -1.808 -0.324
H 1.016 -0.583 -2.779 0.456
H -0.102 -2.359 -4.160 0.245
H -2.711 -2.441 -3.294 0.258
H -2.785 -0.522 -1.335 0.248

---

# 5
18
Properties=species:S:1:pos:R:3:nbo_charge:R:1 method="wB97M-V/def2-TZVPD" lumo_energy_ev=4.3 homo_energy_ev=-3.662 homo_lumo_gap_ev=7.92 charge=-1 e_above_lowest_kcal_mol=31.4 energy_ev=-10932.9027
O 0.765 0.660 1.160 -0.793
C 0.044 1.588 0.645 0.755
O -0.873 1.357 -0.197 -0.779
C 0.519 3.013 0.877 -0.722
H 0.968 3.349 -0.076 0.214
H -0.326 3.670 1.189 0.200
H 1.293 2.976 1.679 0.207
C 1.755 -1.472 -0.978 -0.576
C 0.498 -1.940 -0.773 0.039
N -0.445 -1.541 0.195 -0.672
C -1.883 -1.450 -0.134 -0.404
H 2.140 -0.689 -0.374 0.223
H 2.308 -1.864 -1.868 0.178
H 0.077 -2.811 -1.272 0.148
H -0.060 -0.627 0.558 0.436
H -2.114 -0.674 -0.923 0.194
H -2.246 -2.401 -0.500 0.159
H -2.421 -1.142 0.793 0.194

---

# 6
82
Properties=species:S:1:pos:R:3:mulliken_charge:R:1 method="wB97M-V/def2-TZVPD" lumo_energy_ev=-5.3 homo_energy_ev=-12.434 homo_lumo_gap_ev=7.18 charge=+1 energy_ev=-67824.1157
C -8.483 -0.579 0.618 0.056
C -7.769 -0.491 -0.359 -0.661
C -6.706 -0.293 -1.498 -0.183
C -5.650 0.823 -0.990 0.026
C -5.907 2.123 -1.848 -0.695
C -4.613 2.985 -2.134 -0.583
N -3.337 2.187 -2.196 -0.072
C -3.361 1.318 -1.060 -0.565
N -2.596 1.565 0.039 -0.085
N -4.286 0.220 -1.172 -0.062
H -8.948 -0.458 1.629 0.376
H -7.236 0.009 -2.442 0.409
H -6.202 -1.291 -1.693 -0.065
H -5.919 1.004 0.091 0.483
H -6.600 2.781 -1.232 0.221
H -6.451 1.946 -2.819 0.465
H -4.749 3.454 -3.161 0.331
H -4.531 3.861 -1.418 0.316
H -2.526 2.822 -2.121 0.350
H -2.987 2.188 0.753 0.197
H -1.633 1.240 0.187 0.181
H -4.066 -0.487 -0.462 0.358
C -1.383 -2.112 -2.681 -0.488
C -1.277 -0.951 -1.732 1.434
O -0.291 -1.378 -0.814 -0.370
C 0.473 -2.315 -1.441 0.549
O 1.492 -2.754 -0.998 -0.530
O -0.073 -2.683 -2.631 -0.354
H -1.634 -1.802 -3.694 0.456
H -2.106 -2.858 -2.350 0.264
H -0.928 -0.036 -2.224 0.091
H -2.211 -0.744 -1.221 -0.827
C 4.421 -1.450 -2.376 -0.303
C 3.274 -0.494 -2.519 0.070
O 3.920 0.741 -2.818 -0.360
C 5.139 0.436 -3.352 0.572
O 5.866 1.232 -3.858 -0.532
O 5.413 -0.888 -3.230 -0.338
H 4.164 -2.461 -2.690 0.306
H 4.813 -1.485 -1.356 0.268
H 2.614 -0.755 -3.351 0.191
H 2.684 -0.416 -1.607 0.108
C 5.880 3.189 -0.506 -0.289
C 4.429 2.851 -0.328 -0.211
O 4.447 1.883 0.710 -0.203
C 5.590 2.078 1.423 0.577
O 5.830 1.546 2.467 -0.511
O 6.416 2.958 0.798 -0.352
H 6.036 4.222 -0.814 0.316
H 6.381 2.528 -1.218 0.211
H 3.836 3.709 0.000 0.274
H 3.982 2.436 -1.230 0.179
C 2.301 0.992 3.068 0.076
C 1.890 0.644 4.459 -0.155
O 0.652 1.348 4.613 -0.333
C 0.148 1.545 3.370 0.589
O -0.957 1.956 3.140 -0.603
O 1.052 1.217 2.411 -0.274
H 2.855 0.189 2.584 0.251
H 2.894 1.908 3.025 0.059
H 1.705 -0.426 4.586 0.207
H 2.622 0.967 5.196 0.228
C 7.409 0.808 6.715 -0.313
C 7.313 0.629 5.228 -0.303
O 6.034 0.027 5.060 -0.265
C 5.288 0.362 6.148 0.659
O 4.112 0.161 6.251 -0.615
O 6.047 0.956 7.105 -0.319
H 7.991 1.686 6.993 0.291
H 7.827 -0.069 7.217 0.269
H 7.329 1.579 4.689 0.212
H 8.099 -0.015 4.834 0.349
C -5.335 -5.661 -2.442 -0.343
C -6.481 -4.700 -2.573 -0.369
O -5.828 -3.467 -2.867 -0.265
C -4.618 -3.772 -3.413 0.615
O -3.890 -2.975 -3.925 -0.522
O -4.347 -5.096 -3.301 -0.306
H -5.597 -6.670 -2.761 0.310
H -4.937 -5.703 -1.425 0.261
H -7.148 -4.953 -3.400 0.274
H -7.067 -4.622 -1.657 0.341

---

# 7
117
Properties=species:S:1:pos:R:3:mulliken_spin:R:1 method="wB97M-V/def2-TZVPD" lumo_energy_ev="-6.1 / -7.0" homo_energy_ev="-12.381 / -12.448" homo_lumo_gap_ev="6.32 / 5.48" s_squared=0.83 spin_multiplicity=2 charge=+2 e_above_lowest_kcal_mol=71.7 energy_ev=-80844.3198
Ir 0.111 -0.037 0.318 0.296
C 3.107 -0.707 0.188 0.003
N 3.130 -0.047 -1.093 0.003
C 3.768 1.266 -1.042 0.002
C 2.097 -0.217 -1.985 -0.004
N 0.931 -0.707 -1.577 -0.024
C -0.087 -1.129 -2.452 -0.011
C 0.163 -1.803 -3.649 -0.002
C -0.835 -1.953 -4.591 0.003
C -2.085 -1.388 -4.357 -0.002
C -2.379 -0.866 -3.113 0.003
C -1.418 -0.859 -2.096 0.005
N -1.687 -0.581 -0.761 -0.024
C -2.832 -0.858 -0.151 0.002
N -3.722 -1.786 -0.590 -0.002
C -3.351 -3.006 -1.283 0.001
C -5.159 -1.558 -0.541 0.001
N -3.117 -0.265 1.028 0.000
C -2.427 0.926 1.486 -0.011
C -3.907 -0.936 2.054 0.001
N 2.398 0.151 -3.249 -0.001
C 1.461 0.741 -4.189 0.001
C 3.747 0.002 -3.781 0.000
H 4.097 -0.628 0.636 0.001
H 2.855 -1.759 0.074 -0.001
H 2.388 -0.225 0.881 0.003
H 4.843 1.161 -0.890 0.000
H 3.343 1.846 -0.214 0.003
H 3.591 1.817 -1.961 0.001
H 1.156 -2.191 -3.836 0.000
H -0.632 -2.469 -5.519 0.000
H -2.841 -1.409 -5.130 0.000
H -3.361 -0.459 -2.912 -0.001
H -2.274 -3.156 -1.278 -0.001
H -3.696 -3.002 -2.318 0.000
H -3.819 -3.851 -0.773 0.000
H -5.382 -0.565 -0.162 0.000
H -5.662 -2.301 0.081 0.000
H -5.562 -1.644 -1.553 0.000
H -2.293 1.624 0.664 0.005
H -1.432 0.673 1.909 0.000
H -3.012 1.402 2.270 0.000
H -4.104 -1.968 1.783 0.000
H -4.853 -0.422 2.230 0.000
H -3.339 -0.939 2.986 0.000
H 0.522 0.978 -3.704 -0.001
H 1.273 0.083 -5.037 0.000
H 1.896 1.669 -4.568 0.000
H 4.399 -0.462 -3.049 0.000
H 4.162 0.966 -4.080 0.000
H 3.709 -0.634 -4.669 0.000
C 5.284 7.870 3.648 -0.001
C 4.345 6.850 3.080 0.028
C 4.595 5.488 3.212 -0.003
C 3.748 4.531 2.675 -0.004
C 4.094 3.073 2.845 0.050
C 2.575 4.959 2.028 0.047
Te 1.223 3.431 1.372 0.491
N 0.135 1.873 -0.298 -0.004
C -0.660 2.326 -1.306 0.058
O -1.879 2.142 -1.349 0.024
C -0.021 3.112 -2.419 -0.040
C 1.236 3.703 -2.331 0.059
C 1.736 4.443 -3.391 0.016
C 0.993 4.584 -4.555 0.000
C -0.257 3.988 -4.655 -0.001
C -0.769 3.272 -3.586 -0.001
C -0.525 4.210 2.301 0.109
C -1.579 4.779 1.586 -0.054
C -1.568 4.991 0.099 -0.014
C -2.702 5.206 2.292 0.004
C -2.792 5.093 3.670 -0.002
C -4.005 5.562 4.419 0.001
C -1.714 4.538 4.357 0.013
C -0.580 4.092 3.701 -0.065
C 0.554 3.522 4.512 0.073
C 2.334 6.325 1.826 -0.033
C 1.162 6.820 1.026 0.034
C 3.214 7.247 2.372 0.001
H 6.085 7.402 4.217 0.000
H 4.751 8.562 4.301 0.002
H 5.731 8.464 2.849 0.003
H 5.482 5.164 3.743 0.002
H 5.126 2.964 3.172 0.000
H 3.976 2.527 1.908 -0.020
H 3.453 2.606 3.599 -0.006
H 1.819 3.596 -1.425 -0.015
H 2.706 4.918 -3.311 0.000
H 1.389 5.157 -5.383 0.000
H -0.838 4.095 -5.561 0.000
H -1.752 2.822 -3.634 0.000
H -0.632 4.660 -0.347 0.018
H -1.703 6.049 -0.132 0.004
H -2.379 4.442 -0.376 -0.001
H -3.522 5.646 1.736 0.000
H -4.781 5.910 3.741 0.000
H -3.741 6.381 5.088 0.000
H -4.411 4.758 5.034 0.000
H -1.763 4.452 5.436 0.001
H 0.236 3.327 5.534 0.000
H 1.392 4.222 4.547 -0.008
H 0.915 2.586 4.079 -0.025
H 0.911 6.117 0.233 -0.003
H 1.388 7.782 0.571 0.003
H 0.286 6.951 1.667 0.003
H 3.024 8.304 2.228 0.000
I -0.808 -3.363 1.245 0.005
C 0.324 -2.353 2.690 -0.004
C 0.806 -3.039 3.790 0.001
C 1.570 -2.341 4.713 -0.001
C 1.802 -0.989 4.502 0.000
C 1.271 -0.393 3.376 -0.015
N 0.539 -1.057 2.467 0.020
H 0.596 -4.092 3.911 -0.001
H 1.980 -2.852 5.573 0.000
H 2.397 -0.413 5.196 0.000
H 1.434 0.661 3.175 0.001

---

# 8
65
Properties=species:S:1:pos:R:3:mulliken_spin:R:1 method="wB97M-V/def2-TZVPD" lumo_energy_ev="-3.3 / -4.3" homo_energy_ev="-8.819 / -11.014" homo_lumo_gap_ev="5.47 / 6.70" s_squared=6.05 spin_multiplicity=5 charge=+1 energy_ev=-41875.8375
C -1.356 0.998 -1.563 0.110
C -0.331 0.315 -2.318 0.166
C 0.878 1.079 -2.208 -0.002
C 0.619 2.231 -1.380 0.262
C -0.764 2.189 -1.000 0.111
Ru 0.210 0.199 -0.044 2.986
C 1.377 0.545 2.280 -0.033
C 0.051 0.098 2.311 -0.024
H -0.127 -0.937 2.625 0.016
C -1.029 0.852 1.728 0.066
H -1.021 1.941 1.865 0.016
H -2.031 0.411 1.791 0.003
C 2.466 -0.357 2.812 0.005
H 2.184 -1.418 2.730 0.000
H 3.411 -0.212 2.264 -0.002
H 2.654 -0.120 3.879 -0.006
C 1.736 2.016 2.211 0.022
H 0.922 2.642 1.812 -0.010
H 1.972 2.378 3.233 -0.004
H 2.638 2.184 1.599 -0.006
C -0.513 -0.924 -3.150 0.005
H -1.262 -1.600 -2.709 0.001
H -0.848 -0.660 -4.172 0.007
H 0.433 -1.482 -3.235 0.000
C 2.125 0.820 -3.004 0.020
H 2.369 -0.253 -3.042 0.004
H 1.972 1.179 -4.040 0.009
H 2.996 1.345 -2.585 0.003
C 1.568 3.372 -1.137 0.008
H 2.611 3.025 -1.057 -0.001
H 1.527 4.098 -1.971 0.011
H 1.322 3.918 -0.212 0.000
C -1.505 3.291 -0.298 0.008
H -0.883 3.787 0.466 0.005
H -1.804 4.065 -1.031 0.009
H -2.420 2.922 0.191 0.003
C -2.801 0.589 -1.478 0.029
H -3.277 0.990 -0.568 0.002
H -3.369 0.964 -2.351 0.010
H -2.903 -0.508 -1.453 -0.003
C 2.241 -0.632 -0.252 0.187
C 2.438 -2.035 -0.270 -0.144
C 3.397 0.158 -0.465 -0.066
C 3.704 -2.607 -0.486 0.001
H 1.586 -2.704 -0.109 0.000
C 4.666 -0.399 -0.682 0.012
H 3.310 1.252 -0.469 -0.002
C 4.826 -1.793 -0.694 -0.002
H 3.811 -3.698 -0.490 0.000
H 5.530 0.256 -0.843 0.001
H 5.813 -2.237 -0.863 0.000
C -4.813 -1.973 0.030 0.000
N -3.420 -2.355 -0.092 0.039
C -2.403 -2.050 0.870 0.062
S -0.826 -2.160 0.373 0.063
N -2.685 -2.034 2.283 0.041
C -3.858 -2.592 2.926 -0.001
H -5.005 -1.373 0.941 0.001
H -5.453 -2.880 0.015 0.002
H -5.094 -1.333 -0.831 0.000
H -3.134 -2.763 -0.995 -0.002
H -1.961 -1.751 2.946 -0.003
H -3.532 -3.359 3.660 0.001
H -4.401 -1.792 3.472 0.002
H -4.533 -3.118 2.231 0.000